# 1
Computed, not measured: a structure of composition C4H8O3 at a distorted geometry, with ωB97M-V with the def2-TZVPD basis set.

Calculated values
Total charge: 0
Calculated total energy in a.u.: -382.72522
Relative energy (zero: lowest compared OMol25 entry of this formula, charge and spin) in kcal per mole: 150.3
Multiplicity: 1
Orbital gap in eV: 8.32
HOMO in eV: -7.83

Cartesian coordinates (Å):
C -0.87568 0.20318 0.17440
C 0.74407 1.35552 0.24677
C 0.00199 -0.75584 -0.27938
C 1.07450 -1.42908 -0.59725
O -1.74631 0.76534 -0.72041
O -1.53692 -1.90557 -0.05100
O 1.27611 1.31935 1.53199
H -2.49510 1.12181 -0.22375
H -2.10671 -1.77919 -0.82652
H 2.10799 0.82751 1.52065
H -1.13883 0.18611 1.22622
H 1.48075 1.25263 -0.55197
H 0.18987 2.28079 0.11241
H 2.04508 -0.96187 -0.72569
H 0.97918 -2.48070 -0.83647

Charges in e, computed with Mulliken, in the same order as the atoms: number 1, C, carries 0.47; number 2, C, carries -0.76; number 3, C, carries 0.30; number 4, C, carries -0.89; number 5, O, carries -0.48; number 6, O, carries -0.77; number 7, O, carries -0.50; number 8, H, carries 0.37; number 9, H, carries 0.27; number 10, H, carries 0.34; number 11, H, carries 0.32; number 12, H, carries 0.43; number 13, H, carries 0.33; number 14, H, carries 0.27; number 15, H, carries 0.31


# 2
Computed, not measured: a cluster of 2 separate species, C4H8O3 in total, with ωB97M-V with the def2-TZVPD basis set.

Calculated values
Total charge: 0
Calculated total energy in a.u.: -382.90726
Relative energy (zero: lowest compared OMol25 entry of this formula, charge and spin) in kcal per mole: 36.1
SMILES string: C=CCOC=O.O
Multiplicity: 1
Orbital gap in eV: 11.44
HOMO in eV: -10.56

Cartesian coordinates (Å):
C -1.75840 0.60230 -0.58607
C -0.63516 0.14249 -1.13185
O 0.63098 1.98675 1.18017
C -0.01207 -1.17637 -0.78046
O 1.37375 -1.02487 -0.41823
C 1.62937 -0.86096 0.88015
O 0.80832 -0.86298 1.76696
H -2.21211 1.53125 -0.92289
H -0.06442 1.87183 0.52068
H -2.26482 0.07038 0.21720
H -0.13186 0.70769 -1.91556
H 0.46798 1.25584 1.79156
H 0.00750 -1.82416 -1.66090
H -0.54987 -1.67224 0.03105
H 2.71080 -0.74695 1.02819

Charges in e, computed with Mulliken, in the same order as the atoms: number 1, C, carries -0.63; number 2, C, carries -0.23; number 3, O, carries -0.67; number 4, C, carries -0.32; number 5, O, carries -0.29; number 6, C, carries 0.21; number 7, O, carries -0.54; number 8, H, carries 0.32; number 9, H, carries 0.33; number 10, H, carries 0.24; number 11, H, carries 0.27; number 12, H, carries 0.34; number 13, H, carries 0.27; number 14, H, carries 0.34; number 15, H, carries 0.34


# 3
Computed, not measured: a cluster of 2 separate species, C4H8O3 in total at a distorted geometry, with ωB97M-V with the def2-TZVPD basis set.

Calculated values
Total charge: 0
Calculated total energy in a.u.: -382.87055
Relative energy (zero: lowest compared OMol25 entry of this formula, charge and spin) in kcal per mole: 59.2
SMILES string: O=CCCC=O.O
Multiplicity: 1
Orbital gap in eV: 10.49
HOMO in eV: -9.83

Cartesian coordinates (Å):
O -1.56836 -0.37634 2.58900
C -1.14764 -0.95402 1.60817
C -0.06617 -0.13287 0.75931
C -0.76690 1.14921 0.25955
C -0.00717 2.02602 -0.68607
O 1.18332 2.01432 -0.65904
H -1.67279 -1.77539 1.08507
H 0.08298 -0.81495 -0.12385
H 0.70196 0.26233 1.46996
H -1.79787 0.90158 -0.07719
H -0.90701 1.70583 1.16305
H -0.49995 2.63848 -1.50825
H 2.27047 -2.90996 -2.30316
H 2.43269 -1.50704 -1.66781
O 1.76245 -2.22719 -1.90874

Charges in e, computed with Mulliken, in the same order as the atoms: number 1, O, carries -0.45; number 2, C, carries -0.03; number 3, C, carries -0.21; number 4, C, carries -0.65; number 5, C, carries -0.06; number 6, O, carries -0.45; number 7, H, carries 0.35; number 8, H, carries 0.19; number 9, H, carries 0.30; number 10, H, carries 0.36; number 11, H, carries 0.31; number 12, H, carries 0.33; number 13, H, carries 0.31; number 14, H, carries 0.33; number 15, O, carries -0.64


# 4
Computed, not measured: an isolated molecule of C4H8O3 at a distorted geometry, with ωB97M-V with the def2-TZVPD basis set.

Calculated values
Total charge: 0
Calculated total energy in a.u.: -382.89428
Relative energy (zero: lowest compared OMol25 entry of this formula, charge and spin) in kcal per mole: 44.3
SMILES string: O=C(O)CCCO
Multiplicity: 1
Orbital gap in eV: 11.05
HOMO in eV: -10.33

Cartesian coordinates (Å):
O -0.20521 1.46019 -1.74170
C -0.67870 1.36270 -0.60421
O -1.97857 1.87049 -0.28537
C -0.09066 0.70759 0.73459
C -0.07948 -0.86505 0.70755
C 1.34743 -1.30004 0.05417
O 1.12618 -1.46015 -1.32723
H -2.14793 2.24443 -1.15761
H -0.88985 0.99185 1.44854
H 0.78701 1.31992 1.02491
H -0.11489 -1.39244 1.68855
H -1.00408 -1.05333 0.05524
H 2.10630 -0.54888 0.32983
H 1.62128 -2.23194 0.49679
H 0.20117 -1.10533 -1.42405

Charges in e, computed with Mulliken, in the same order as the atoms: number 1, O, carries -0.54; number 2, C, carries 0.47; number 3, O, carries -0.45; number 4, C, carries -0.36; number 5, C, carries -0.93; number 6, C, carries -0.33; number 7, O, carries -0.50; number 8, H, carries 0.33; number 9, H, carries 0.25; number 10, H, carries 0.43; number 11, H, carries 0.33; number 12, H, carries 0.40; number 13, H, carries 0.25; number 14, H, carries 0.32; number 15, H, carries 0.33


# 5
Computed, not measured: an isolated molecule of C4H8O3, with ωB97M-V with the def2-TZVPD basis set.

Calculated values
Total charge: 0
Calculated total energy in a.u.: -382.77443
Relative energy (zero: lowest compared OMol25 entry of this formula, charge and spin) in kcal per mole: 119.5
Multiplicity: 1
Orbital gap in eV: 8.67
HOMO in eV: -8.78

Cartesian coordinates (Å):
O 0.74932 -1.02489 2.02243
C 1.07478 0.26348 1.56858
C 1.05443 0.50378 0.09119
C -1.23520 0.48153 -0.94057
O -0.75496 1.36587 -1.91350
C -0.48033 -0.85321 -0.90136
O 0.89842 -0.69645 -0.50592
H 1.13737 -1.64801 1.39043
H 0.29117 0.95361 1.92887
H 2.02767 0.64878 1.96823
H -2.26995 0.24275 -1.18626
H -1.25242 0.95457 0.05857
H 0.11422 1.65689 -1.58293
H -0.49474 -1.32790 -1.88220
H -0.91486 -1.51548 -0.14138

Charges in e, computed with Mulliken, in the same order as the atoms: number 1, O, carries -0.51; number 2, C, carries -0.27; number 3, C, carries -0.24; number 4, C, carries -0.48; number 5, O, carries -0.51; number 6, C, carries -0.25; number 7, O, carries -0.29; number 8, H, carries 0.32; number 9, H, carries 0.25; number 10, H, carries 0.32; number 11, H, carries 0.36; number 12, H, carries 0.25; number 13, H, carries 0.47; number 14, H, carries 0.32; number 15, H, carries 0.26


# 6
Computed, not measured: an isolated molecule of C4H8O3 at a distorted geometry, with ωB97M-V with the def2-TZVPD basis set.

Calculated values
Total charge: 0
Calculated total energy in a.u.: -382.87382
Relative energy (zero: lowest compared OMol25 entry of this formula, charge and spin) in kcal per mole: 57.1
SMILES string: O=C(CO)CCO
Multiplicity: 1
Orbital gap in eV: 10.39
HOMO in eV: -9.86

Cartesian coordinates (Å):
O -1.12993 1.84030 -0.33799
C -1.27823 0.54425 -0.83750
C -0.86912 -0.81123 0.12644
C 0.57931 -0.86168 -0.05716
O 1.11534 -1.46333 -0.97338
C 1.36830 0.06879 0.82664
O 2.69348 0.10969 0.41083
H -1.90089 2.14283 0.15644
H -0.69579 0.53940 -1.76586
H -2.21045 0.04657 -0.80146
H -1.33810 -1.75578 -0.22930
H -1.19901 -0.65121 1.16458
H 0.88543 1.06147 0.79055
H 1.26026 -0.29328 1.86351
H 2.71939 -0.51679 -0.33634

Charges in e, computed with Mulliken, in the same order as the atoms: number 1, O, carries -0.48; number 2, C, carries -0.43; number 3, C, carries -0.64; number 4, C, carries 0.62; number 5, O, carries -0.65; number 6, C, carries -0.51; number 7, O, carries -0.55; number 8, H, carries 0.32; number 9, H, carries 0.32; number 10, H, carries 0.33; number 11, H, carries 0.39; number 12, H, carries 0.36; number 13, H, carries 0.28; number 14, H, carries 0.27; number 15, H, carries 0.38


# 7
Computed, not measured: a structure of composition C4H8O3 at a distorted geometry, with ωB97M-V with the def2-TZVPD basis set.

Calculated values
Total charge: 0
Calculated total energy in a.u.: -382.82564
Relative energy (zero: lowest compared OMol25 entry of this formula, charge and spin) in kcal per mole: 87.3
Multiplicity: 1
Orbital gap in eV: 10.59
HOMO in eV: -10.20

Cartesian coordinates (Å):
O 1.09869 -0.78569 2.32016
C 0.51204 0.20194 1.99951
O 0.21069 1.20687 2.86435
C 0.05098 0.50401 0.59038
C 0.32892 -0.62353 -0.36436
C -0.50862 -0.28001 -1.76046
O -0.43062 -1.37664 -2.63465
H -0.66311 1.51910 2.61797
H 0.57524 1.40278 0.23821
H -1.01959 0.75180 0.60750
H 1.38830 -0.84251 -0.46974
H -0.22655 -1.53021 -0.13153
H -1.48263 -0.19859 -1.25604
H -0.28872 0.75888 -2.13055
H 0.45499 -0.70821 -2.49076

Charges in e, computed with Mulliken, in the same order as the atoms: number 1, O, carries -0.49; number 2, C, carries 0.51; number 3, O, carries -0.47; number 4, C, carries -0.59; number 5, C, carries -0.54; number 6, C, carries -0.79; number 7, O, carries -0.51; number 8, H, carries 0.34; number 9, H, carries 0.27; number 10, H, carries 0.40; number 11, H, carries 0.51; number 12, H, carries 0.26; number 13, H, carries 0.43; number 14, H, carries 0.32; number 15, H, carries 0.37


# 8
Computed, not measured: an isolated molecule of C4H8O3, with ωB97M-V with the def2-TZVPD basis set.

Calculated values
Total charge: 0
Calculated total energy in a.u.: -382.86323
Relative energy (zero: lowest compared OMol25 entry of this formula, charge and spin) in kcal per mole: 63.7
SMILES string: CO[C@H]1O[C@H]1CO
Multiplicity: 1
Orbital gap in eV: 11.12
HOMO in eV: -10.20

Cartesian coordinates (Å):
C -0.15396 0.46842 -2.50228
O -0.07205 -0.27461 -1.29892
C 0.76407 0.31730 -0.39147
O 0.24943 1.37479 0.38640
C 0.53285 0.12583 1.03512
C -0.67228 -0.59818 1.60197
O -0.25834 -1.68491 2.41193
H 0.84205 0.81842 -2.80883
H -0.55138 -0.19915 -3.26864
H -0.80770 1.34056 -2.38557
H 1.39258 0.12840 1.70881
H 1.76647 0.50539 -0.79046
H -1.24466 0.13580 2.18132
H -1.30709 -0.97393 0.79393
H -0.47998 -1.48414 3.32670

Charges in e, computed with Mulliken, in the same order as the atoms: number 1, C, carries -0.68; number 2, O, carries -0.35; number 3, C, carries 0.00; number 4, O, carries -0.48; number 5, C, carries 0.06; number 6, C, carries -0.54; number 7, O, carries -0.52; number 8, H, carries 0.32; number 9, H, carries 0.21; number 10, H, carries 0.27; number 11, H, carries 0.38; number 12, H, carries 0.45; number 13, H, carries 0.29; number 14, H, carries 0.27; number 15, H, carries 0.32


> Which of these has the highest HOMO?

number 1


> Which value of HOMO does entry 2 give?

-10.56 eV